Computed, not measured: a molecular structure, C46H35LuN11O5PS, with ωB97M-V with the def2-TZVPD basis set.

Calculated values
- LUMO level (eV) = -0.59
- Kohn-Sham gap (eV) = 7.59
- strongest force on any atom (eV Å⁻¹) = 1.93
- E_HOMO (hartree) = -0.301

```
! wB97M-V def2-TZVPD RIJCOSX def2/J DEFGRID3
* xyz 0 1
Lu -1.14552 1.24353 -1.63446
O -3.27512 2.32823 -5.47416
C -2.99332 1.86043 -4.26996
O -2.13322 1.00883 -4.07046
C -3.88772 2.31073 -3.17316
C -5.11152 2.95093 -3.32136
C -5.86642 3.18263 -2.17506
C -5.38862 2.76153 -0.94426
C -4.13752 2.14943 -0.88776
N -3.41362 1.94483 -1.97886
C -3.47552 1.58093 0.39854
O -4.15672 1.46363 1.39914
O -2.25422 1.27623 0.23364
H -2.62332 2.00503 -6.11796
H -5.45052 3.24193 -4.30196
H -6.83152 3.66473 -2.25106
H -5.94472 2.89673 -0.02956
C 3.87228 -1.40537 -3.14606
N 2.98838 -0.29027 -2.94056
C 1.75798 -0.31707 -2.42636
N 1.28818 0.91933 -2.32706
C 2.30058 1.67793 -2.81886
N 3.34018 0.97483 -3.18976
C 4.36688 -2.00907 -1.84916
C 4.84008 -3.31787 -1.84966
C 5.32258 -3.89247 -0.68446
C 5.33138 -3.17747 0.49724
C 4.85118 -1.86937 0.50714
C 4.37728 -1.28697 -0.66806
C 4.76658 -1.16277 1.76404
N 5.08978 -1.60917 2.94454
N 4.71958 -0.68417 3.83714
C 4.18578 0.29913 3.17374
O 4.20168 0.06263 1.83914
C 3.53198 1.47923 3.68144
C 3.17418 1.58873 5.02484
C 2.41138 2.66673 5.43234
C 2.02128 3.64113 4.52484
C 2.43188 3.56983 3.19994
C 2.06128 4.63233 2.19304
N 1.06828 4.13183 1.27684
C 1.16408 3.17943 0.34494
N -0.02342 2.95443 -0.19296
C -0.82672 3.83253 0.46644
N -0.19582 4.54003 1.35944
C 3.17998 2.48153 2.78464
H 4.72008 -1.04267 -3.73436
H 3.34708 -2.16987 -3.72716
H 1.20438 -1.20087 -2.15216
H 2.25418 2.74613 -2.91476
H 4.81908 -3.89157 -2.76486
H 5.68688 -4.90847 -0.70046
H 5.68898 -3.60867 1.41914
H 4.00958 -0.27247 -0.63156
H 3.48988 0.82453 5.71644
H 2.11508 2.75403 6.46724
H 1.39608 4.46173 4.84444
H 2.94678 4.94843 1.63354
H 1.61478 5.49543 2.68744
H 2.07098 2.67533 0.07504
H -1.87392 3.95273 0.27554
H 3.50978 2.40203 1.76004
N -0.92152 -0.86387 -1.67886
P -1.41972 -1.60797 -0.42986
C -1.23012 -3.42497 -0.66846
C -1.52512 -3.82687 -1.96636
C -1.43782 -5.15567 -2.33356
C -1.02652 -6.09927 -1.40586
C -0.72402 -5.70287 -0.11396
C -0.83222 -4.37377 0.26114
C -0.57902 -1.28917 1.18244
C 0.74268 -1.71997 1.24654
C 1.47798 -1.57997 2.40764
C 0.92178 -0.93267 3.50024
C -0.37262 -0.44537 3.42224
C -1.13222 -0.63397 2.27784
C -3.21682 -1.58067 -0.03456
C -4.02852 -1.02557 -1.01436
C -5.40222 -1.00697 -0.85906
C -5.96822 -1.57677 0.26854
C -5.16452 -2.15647 1.23524
C -3.79012 -2.16427 1.08694
H -1.80222 -3.05977 -2.67846
H -1.69192 -5.45807 -3.33916
H -0.95092 -7.14077 -1.68646
H -0.40662 -6.43677 0.61184
H -0.59382 -4.07057 1.27104
H 1.17238 -2.21247 0.38154
H 2.46378 -2.01617 2.47514
H 1.49588 -0.82437 4.41044
H -0.80242 0.06753 4.27234
H -2.15462 -0.28637 2.24474
H -3.54562 -0.60717 -1.89766
H -6.03442 -0.55007 -1.60976
H -7.03812 -1.56507 0.40374
H -5.61942 -2.59807 2.10924
H -3.16192 -2.61517 1.84414
S -0.92502 3.44893 -3.40656
C -0.72102 4.76053 -2.43856
N -0.56422 5.68573 -1.76536
*
```